Entry 1:
{"formula": "C16H20IMgN2OS5", "method": "ωB97M-V with the def2-TZVPD basis set", "symbols": ["Mg", "C", "C", "S", "C", "C", "S", "C", "C", "S", "H", "H", "H", "H", "H", "H", "H", "H", "H", "H", "H", "H", "O", "N", "C", "C", "C", "C", "C", "S", "H", "H", "H", "H", "S", "I", "C", "C", "C", "C", "C", "N", "H", "H", "H", "H"], "coordinates": [[-0.78008, -1.73086, -0.35757], [1.70048, -0.70429, 4.45823], [2.72876, -0.13578, 3.46777], [2.23442, -0.34694, 1.73495], [1.81742, 1.34571, 1.19754], [0.99544, 2.22851, 2.13416], [-0.79106, 2.11043, 1.82221], [-1.50246, 1.52967, 3.39683], [-0.94721, 0.22567, 3.96548], [0.47098, 0.47095, 5.08745], [2.20887, -1.07567, 5.35142], [1.15472, -1.52812, 3.98999], [3.65379, -0.71052, 3.56124], [2.96245, 0.90992, 3.67955], [1.26597, 1.16206, 0.28229], [2.74311, 1.86051, 0.93444], [1.28854, 3.27111, 1.98971], [1.15820, 1.98400, 3.17783], [-2.54588, 1.36369, 3.12258], [-1.46596, 2.34323, 4.12590], [-0.69629, -0.47188, 3.15425], [-1.72591, -0.25830, 4.55610], [-1.56497, -0.20735, -1.35845], [-2.46797, -0.23888, -2.30018], [-3.03121, 0.93646, -2.64112], [-4.00860, 1.02703, -3.59284], [-4.42759, -0.15282, -4.22001], [-3.83296, -1.33486, -3.88624], [-2.79836, -1.42591, -2.91398], [-2.00325, -2.86546, -2.50389], [-2.63699, 1.77692, -2.09068], [-4.42814, 1.99245, -3.83570], [-5.21712, -0.13114, -4.96193], [-4.12301, -2.26267, -4.35756], [-1.14356, -2.43498, 1.77146], [1.94209, -4.03307, -1.50012], [2.10596, -1.99996, -2.02638], [3.16377, -1.65592, -2.81118], [3.29510, -0.30297, -3.24564], [2.25400, 0.56374, -2.83098], [1.23001, 0.11242, -2.05487], [1.08996, -1.20031, -1.56924], [3.88913, -2.40607, -3.09157], [4.09950, 0.01294, -3.89547], [2.25112, 1.60541, -3.13649], [0.43480, 0.78185, -1.77931]], "s_squared": 0.765, "multiplicity": 2, "total_energy_ev": -89666.3514, "total_charge": -2, "homo_ev": [0.9, 0.1]}

Entry 2:
{"formula": "C4H9O2S", "method": "ωB97M-V with the def2-TZVPD basis set", "symbols": ["C", "S", "C", "H", "H", "H", "H", "H", "H", "O", "C", "O", "C", "H", "H", "H"], "coordinates": [[0.81664, 1.93006, 0.68108], [2.44342, 1.64360, -0.10486], [1.96936, 0.19601, -1.10118], [0.40739, 1.00978, 1.11681], [0.05987, 2.28225, 0.01183], [1.02180, 2.72619, 1.42572], [2.85245, -0.33994, -1.24727], [1.24134, -0.39772, -0.55143], [1.60822, 0.57280, -2.11367], [-0.10923, -1.02474, 0.98061], [-1.02059, -0.88778, 0.11187], [-0.98476, -0.28849, -0.97645], [-2.33711, -1.70644, 0.38513], [-2.12036, -2.75772, 0.65938], [-2.89417, -1.27227, 1.25182], [-2.95428, -1.68559, -0.52938]], "total_energy_ev": -19225.6205, "total_charge": -1, "homo_ev": -4.3}

Entry 3:
{"formula": "C11H10ClNPbS", "method": "ωB97M-V with the def2-TZVPD basis set", "symbols": ["C", "C", "C", "H", "C", "C", "H", "H", "H", "H", "Pb", "Cl", "C", "C", "C", "H", "C", "C", "H", "H", "H", "H", "S", "C", "N"], "coordinates": [[-2.31437, -0.95524, -0.08725], [-1.68979, -1.13475, -1.38798], [-1.48949, 0.17359, -1.97583], [-1.41240, -2.09755, -1.81947], [-1.95320, 1.16426, -1.03952], [-2.47087, 0.47852, 0.13646], [-2.85614, 0.93837, 1.05493], [-2.58156, -1.74714, 0.61364], [-1.01543, 0.36577, -2.92969], [-1.84105, 2.25093, -1.13154], [-0.02174, -0.08069, 0.31379], [0.20138, -2.53540, 1.37440], [2.44990, 0.12668, 0.27456], [2.05254, 1.39201, -0.35650], [1.56068, 1.09470, -1.67264], [2.06471, 2.36923, 0.14115], [1.63305, -0.33035, -1.88236], [2.17818, -0.93847, -0.69599], [2.32435, -1.99851, -0.51197], [2.78490, -0.01383, 1.29833], [1.13772, 1.82369, -2.36836], [1.30862, -0.87927, -2.76783], [-0.00223, 0.01233, 5.03696], [-0.00978, 0.09179, 3.49116], [-0.03809, 0.42936, 2.34683]], "total_energy_ev": -41659.1083, "homo_ev": [-8.8, -8.8]}

Entry 4:
{"formula": "C15H28AsBF4N3NiO6Si2", "method": "ωB97M-V with the def2-TZVPD basis set", "symbols": ["Ni", "C", "O", "C", "O", "N", "N", "H", "H", "H", "H", "H", "H", "C", "Si", "C", "C", "As", "Si", "C", "C", "C", "H", "H", "H", "H", "H", "H", "H", "H", "H", "H", "H", "H", "H", "H", "H", "H", "H", "H", "O", "C", "O", "C", "C", "C", "C", "C", "C", "N", "O", "O", "H", "H", "H", "H", "F", "B", "F", "F", "F"], "coordinates": [[0.03501, -0.26420, 0.58047], [0.04848, -5.23827, -0.65745], [-0.20370, -4.38392, 0.45848], [-0.29272, -3.07230, 0.26739], [-0.25858, -2.31733, 1.21677], [-0.55273, -2.64522, -1.01687], [-0.48256, -1.24196, -1.19337], [0.19139, -6.22926, -0.23779], [0.96549, -4.93447, -1.16437], [-0.80636, -5.25300, -1.33663], [-0.10725, -3.16053, -1.76172], [-1.34800, -0.91715, -1.61709], [0.31938, -1.02479, -1.78352], [1.75578, 3.93775, -2.63360], [1.73776, 2.19108, -1.91555], [1.33657, 1.04647, -3.36642], [3.49125, 1.79264, -1.36184], [0.02909, 2.03048, -0.34688], [1.10120, 2.98775, 1.49040], [-0.18834, 3.51894, 2.74862], [2.28675, 1.78612, 2.32437], [2.05356, 4.55442, 1.03408], [2.51585, 4.02427, -3.41607], [1.96643, 4.68638, -1.86923], [0.78320, 4.17387, -3.07073], [1.89921, 1.35914, -4.25130], [0.27391, 1.08674, -3.61971], [1.61508, 0.01322, -3.15370], [4.17778, 1.91203, -2.20613], [3.57918, 0.76763, -1.00020], [3.82596, 2.45838, -0.56415], [-0.87214, 4.24689, 2.30651], [0.29330, 3.98230, 3.61542], [-0.76308, 2.65981, 3.09477], [1.70747, 0.96642, 2.75767], [2.84635, 2.26608, 3.13257], [2.99639, 1.35956, 1.61343], [1.39124, 5.27602, 0.55101], [2.89188, 4.36356, 0.36328], [2.45075, 5.01603, 1.94317], [-2.14638, -0.07917, 4.01944], [-1.94181, -0.20553, 2.82152], [-0.96439, 0.29000, 2.15984], [-2.94653, -1.01394, 2.00875], [-3.68226, -2.00504, 2.64564], [-4.57740, -2.79716, 1.94039], [-4.76564, -2.59515, 0.58313], [-4.03332, -1.59180, -0.02940], [-3.13021, -0.79374, 0.65055], [-4.21554, -1.39154, -1.47394], [-3.36168, -0.76275, -2.07996], [-5.19894, -1.87410, -2.00047], [-3.52955, -2.13902, 3.70824], [-5.12908, -3.57835, 2.44686], [-5.45436, -3.19068, 0.00315], [-2.59500, 0.00032, 0.14356], [2.06773, -1.95520, -2.00315], [2.63212, -2.02820, -0.70118], [2.01216, -0.98337, 0.09246], [2.28291, -3.26327, -0.15008], [3.98690, -1.82390, -0.73946]], "s_squared": 2.006, "multiplicity": 3, "total_energy_ev": -161958.2518, "total_charge": -1, "homo_ev": [-4.4, -4.7]}

Entry 5:
{"formula": "CHNO3", "method": "ωB97M-V with the def2-TZVPD basis set", "symbols": ["C", "N", "O", "O", "O", "H"], "coordinates": [[0.34475, -1.27411, -0.03542], [1.18163, -2.12918, 1.72585], [0.47574, -1.75703, -1.10211], [0.77585, -3.01715, 2.40411], [0.02064, -0.14595, 0.46395], [-0.47601, 0.50570, -0.16618]], "total_energy_ev": -8681.4527, "homo_ev": [-8.0, -8.1]}

Entry 6:
{"formula": "C4H4O3", "method": "ωB97M-V with the def2-TZVPD basis set", "symbols": ["O", "C", "C", "C", "O", "C", "O", "H", "H", "H", "H"], "coordinates": [[0.45555, -0.67438, 1.51978], [-0.54473, -0.90033, 0.62112], [0.59958, -0.43959, -0.06959], [1.46476, 0.47898, -0.73016], [1.57149, -0.98524, -0.81455], [-1.66461, 1.03013, -0.03413], [-1.70353, -0.01856, 0.67913], [-0.95617, -1.90343, 0.53352], [1.15231, 0.95345, -1.64709], [2.27220, 0.94281, -0.18512], [-2.64687, 1.51615, 0.12708]], "total_energy_ev": -10348.8705, "homo_ev": -8.8}

Entry 7:
{"formula": "C21H24N6O4S", "method": "ωB97M-V with the def2-TZVPD basis set", "symbols": ["C", "H", "H", "H", "O", "C", "C", "C", "C", "C", "C", "H", "H", "N", "C", "N", "N", "C", "C", "C", "C", "C", "O", "N", "C", "O", "N", "H", "H", "H", "H", "H", "S", "C", "H", "C", "O", "N", "H", "C", "C", "H", "H", "C", "H", "H", "C", "H", "H", "C", "H", "H", "H", "H", "H", "H"], "coordinates": [[-4.24373, -1.34385, 4.22836], [-4.00308, -2.35323, 4.57463], [-5.30447, -1.15576, 4.38243], [-3.65752, -0.60472, 4.78161], [-4.03516, -1.20785, 2.83708], [-2.77606, -1.28258, 2.36214], [-1.66717, -1.69833, 3.09748], [-0.40936, -1.68107, 2.52546], [-0.24015, -1.23977, 1.22235], [-1.34826, -0.87615, 0.46260], [-2.60225, -0.90475, 1.02608], [-3.46925, -0.60944, 0.45805], [-1.22348, -0.54919, -0.55848], [1.05598, -1.08869, 0.68223], [1.58387, -1.68084, -0.43527], [2.77732, -1.21496, -0.68352], [3.05510, -0.29779, 0.25389], [2.04782, -0.21728, 1.07216], [1.96691, 0.70875, 2.23987], [0.59188, 1.28997, 2.37335], [-0.16220, 1.18988, 3.48658], [-1.54235, 1.62575, 3.49095], [-2.32567, 1.49433, 4.40482], [-1.95127, 2.19953, 2.28845], [-1.21313, 2.34677, 1.14296], [-1.64241, 2.81645, 0.12010], [0.08738, 1.89408, 1.25569], [0.66090, 1.97796, 0.42469], [-2.91883, 2.49850, 2.23651], [0.20915, 0.72567, 4.38305], [2.71197, 1.49096, 2.07342], [2.23254, 0.18147, 3.15844], [0.72149, -2.86822, -1.36351], [1.94672, -3.14201, -2.67318], [1.52690, -3.92829, -3.30248], [2.29445, -1.92842, -3.54140], [3.28564, -1.95870, -4.23347], [1.41159, -0.91901, -3.51020], [0.63484, -0.97542, -2.86810], [1.68555, 0.38584, -4.07691], [0.37965, 1.04367, -4.55472], [-0.40616, 0.29241, -4.63459], [0.51219, 1.48434, -5.54099], [0.02870, 2.12305, -3.51411], [0.22109, 3.11385, -3.92484], [-1.01604, 2.08624, -3.21067], [0.97054, 1.87296, -2.33515], [1.14982, 2.78086, -1.76057], [0.54322, 1.11765, -1.66973], [2.23279, 1.33164, -2.99797], [2.89707, 0.80943, -2.31073], [2.78475, 2.14418, -3.46947], [2.40639, 0.22137, -4.88004], [2.86653, -3.50500, -2.21535], [0.44904, -1.99522, 3.10006], [-1.77178, -2.02104, 4.11993]], "total_energy_ev": -50134.3715, "smiles": "COc1ccc(-n2c(Cc3cc(=O)[nH]c(=O)[nH]3)nnc2SCC(=O)NC2CCCC2)cc1", "homo_ev": -8.9}

Entry 8:
{"formula": "C5H8O", "method": "ωB97M-V with the def2-TZVPD basis set", "symbols": ["C", "C", "C", "C", "O", "C", "H", "H", "H", "H", "H", "H", "H", "H"], "coordinates": [[-1.84450, 0.28482, -0.56008], [-0.42045, 0.10010, -0.14644], [0.63466, 0.87529, -0.37788], [1.86695, 0.23817, 0.20459], [1.45273, -1.06688, 0.58746], [0.03841, -1.09609, 0.65641], [-2.10463, -0.43591, -1.34528], [-2.02705, 1.29024, -0.95006], [-2.53016, 0.10905, 0.27702], [0.63710, 1.83188, -0.89250], [2.24173, 0.79318, 1.08121], [2.69321, 0.15494, -0.51400], [-0.31352, -1.01752, 1.70230], [-0.32446, -2.06128, 0.27725]], "total_energy_ev": -7361.2347, "smiles": "CC1=CCOC1", "homo_ev": -8.9}

What is the formula in the first record? C16H20IMgN2OS5